w.
68
Properties=species:S:1:pos:R:3:nbo_charge:R:1 method="wB97M-V/def2-TZVPD" homo_lumo_gap_ev=8.44 e_homo_ev=-7.9 smiles="COc1ccccc1-n1cc(C(=O)NCC(=O)N2CCN(Cc3ccccc3)CC2)c2ccccc2c1=O"
C -1.400 1.509 2.633 -0.26
O -0.459 2.483 2.239 -0.51
C -0.816 3.798 2.248 0.28
C -2.055 4.279 2.651 -0.29
C -2.324 5.638 2.622 -0.19
C -1.367 6.535 2.190 -0.24
C -0.127 6.072 1.785 -0.17
C 0.155 4.718 1.810 0.15
N 1.439 4.239 1.434 -0.44
C 1.508 3.190 0.573 0.11
C 2.657 2.540 0.267 -0.24
C 2.600 1.328 -0.593 0.68
O 3.436 1.009 -1.419 -0.63
N 1.486 0.582 -0.377 -0.62
C 1.321 -0.717 -0.973 -0.32
C 0.551 -1.598 0.008 0.69
O 0.071 -1.111 1.022 -0.67
N 0.440 -2.902 -0.288 -0.43
C 0.874 -3.566 -1.494 -0.21
C -0.344 -4.129 -2.234 -0.24
N -1.042 -5.048 -1.358 -0.44
C -2.059 -5.851 -2.025 -0.25
C -3.212 -5.057 -2.592 0.04
C -3.152 -4.546 -3.883 -0.25
C -4.182 -3.767 -4.382 -0.19
C -5.286 -3.488 -3.595 -0.22
C -5.359 -3.999 -2.310 -0.20
C -4.328 -4.777 -1.813 -0.24
C -1.517 -4.350 -0.179 -0.23
C -0.317 -3.783 0.578 -0.23
C 3.892 3.029 0.823 0.08
C 5.142 2.465 0.538 -0.22
C 6.287 2.981 1.102 -0.18
C 6.223 4.069 1.971 -0.23
C 5.005 4.635 2.266 -0.14
C 3.831 4.129 1.699 -0.19
C 2.567 4.763 2.069 0.66
O 2.467 5.675 2.868 -0.61
H -0.919 0.549 2.450 0.23
H -1.650 1.602 3.694 0.18
H -2.313 1.573 2.034 0.17
H -2.814 3.598 3.004 0.22
H -3.292 5.989 2.946 0.21
H -1.579 7.593 2.170 0.22
H 0.636 6.759 1.456 0.23
H 0.571 2.914 0.114 0.23
H 0.917 0.727 0.450 0.43
H 2.312 -1.127 -1.197 0.24
H 0.756 -0.637 -1.913 0.21
H 1.423 -2.888 -2.143 0.22
H 1.528 -4.399 -1.211 0.20
H -0.006 -4.674 -3.117 0.21
H -0.987 -3.293 -2.560 0.18
H -1.557 -6.403 -2.825 0.20
H -2.428 -6.572 -1.291 0.20
H -2.298 -4.767 -4.506 0.21
H -4.122 -3.379 -5.388 0.21
H -6.089 -2.880 -3.984 0.22
H -6.221 -3.792 -1.694 0.21
H -4.396 -5.180 -0.813 0.21
H -2.043 -5.060 0.462 0.21
H -2.207 -3.526 -0.433 0.18
H -0.641 -3.210 1.447 0.25
H 0.332 -4.605 0.897 0.20
H 5.195 1.633 -0.144 0.24
H 7.244 2.539 0.869 0.21
H 7.127 4.464 2.409 0.21
H 4.919 5.476 2.937 0.24

---

x.
68
Properties=species:S:1:pos:R:3:nbo_charge:R:1 method="wB97M-V/def2-TZVPD" homo_lumo_gap_ev=3.99 e_homo_ev=-5.8
C -0.249 5.351 -0.705 -0.41
C -0.124 5.837 -2.162 -0.20
N -0.164 4.706 -3.102 -0.36
C -0.546 4.724 -4.528 -0.19
C -0.332 3.257 -4.990 -0.43
C 0.147 2.524 -3.756 -0.05
C 0.489 1.217 -3.533 -0.10
C 0.925 0.808 -2.243 -0.17
C 1.209 -0.561 -2.017 0.06
C 1.411 -1.214 -0.778 -0.17
C 1.967 -2.523 -0.770 -0.11
C 2.254 -3.137 0.420 -0.09
C 2.015 -2.446 1.621 0.34
N 2.385 -3.203 2.715 -0.39
C 2.196 -2.684 4.079 -0.21
C 2.214 -1.144 4.098 -0.40
C 1.347 -0.482 2.996 -0.42
C 1.450 -1.173 1.667 -0.10
C 1.093 -0.604 0.468 -0.09
C 2.927 -4.516 2.309 -0.20
C 2.827 -4.497 0.759 -0.43
C 1.075 1.799 -1.231 -0.11
C 0.682 3.101 -1.425 0.00
C 0.225 3.443 -2.696 0.26
C 0.679 4.158 -0.358 -0.44
H -0.076 6.186 -0.013 0.22
H -1.286 5.041 -0.532 0.23
H -0.933 6.525 -2.428 0.21
H 0.817 6.377 -2.312 0.19
H -1.588 5.051 -4.605 0.21
H 0.090 5.440 -5.058 0.20
H -1.252 2.803 -5.379 0.24
H 0.423 3.191 -5.782 0.23
H 0.414 0.499 -4.329 0.22
H 1.296 -1.177 -2.896 0.21
H 2.187 -3.021 -1.697 0.22
H 1.246 -3.068 4.467 0.20
H 2.988 -3.103 4.709 0.21
H 1.913 -0.779 5.089 0.23
H 3.249 -0.808 3.970 0.21
H 0.300 -0.455 3.307 0.23
H 1.636 0.570 2.866 0.22
H 0.514 0.300 0.491 0.24
H 3.957 -4.593 2.672 0.20
H 2.329 -5.307 2.771 0.20
H 2.160 -5.284 0.391 0.24
H 3.800 -4.645 0.274 0.23
H 1.569 1.554 -0.310 0.21
H 1.703 4.506 -0.199 0.21
H 0.375 3.702 0.593 0.23
O -4.503 -4.107 -0.941 -0.38
N -4.316 -4.257 0.270 0.52
O -4.676 -5.267 0.883 -0.40
C -3.637 -3.191 1.004 0.02
C -3.132 -3.420 2.275 -0.27
C -2.451 -2.418 2.941 -0.22
C -2.294 -1.184 2.364 -0.22
C -2.792 -0.922 1.071 -0.06
C -2.591 0.329 0.488 -0.30
N -2.914 0.653 -0.841 0.48
O -2.677 1.814 -1.229 -0.55
O -3.422 -0.205 -1.586 -0.51
C -3.467 -1.968 0.409 -0.18
H -3.269 -4.389 2.726 0.23
H -2.022 -2.605 3.911 0.20
H -1.774 -0.400 2.885 0.19
H -2.146 1.114 1.064 0.19
H -3.850 -1.825 -0.590 0.28

---

Which of them is the least stable? Correct choice: x.